{
  "formula": "C33H78F36N5O3P6",
  "method": "wB97M-V/def2-TZVPD",
  "orbital_gap_ev": 7.588,
  "e_homo_ev": -7.59,
  "charge": -1,
  "symbols": ["C", "C", "O", "N", "H", "H", "C", "H", "H", "H", "H", "H", "H", "C", "C", "O", "N", "H", "H", "C", "H", "H", "H", "H", "H", "H", "C", "N", "C", "C", "C", "C", "O", "H", "H", "H", "H", "H", "H", "H", "H", "H", "H", "H", "H", "H", "H", "C", "C", "C", "C", "N", "C", "C", "C", "C", "C", "C", "C", "H", "H", "H", "H", "H", "H", "H", "H", "H", "H", "H", "H", "H", "H", "H", "H", "H", "H", "H", "H", "H", "H", "H", "H", "C", "C", "C", "C", "N", "C", "C", "C", "C", "C", "C", "C", "H", "H", "H", "H", "H", "H", "H", "H", "H", "H", "H", "H", "H", "H", "H", "H", "H", "H", "H", "H", "H", "H", "H", "H", "P", "F", "F", "F", "F", "F", "F", "P", "F", "F", "F", "F", "F", "F", "P", "F", "F", "F", "F", "F", "F", "P", "F", "F", "F", "F", "F", "F", "P", "F", "F", "F", "F", "F", "F", "P", "F", "F", "F", "F", "F", "F"],
  "coordinates": [[-1.986, -5.400, -0.419], [-2.189, -4.219, -1.294], [-1.601, -4.080, -2.302], [-3.465, -3.436, -0.955], [-4.140, -3.358, -1.720], [-3.932, -3.996, -0.241], [-3.126, -2.063, -0.448], [-1.870, -5.155, 0.641], [-1.075, -5.953, -0.634], [-2.802, -6.117, -0.551], [-2.571, -2.245, 0.472], [-4.046, -1.552, -0.171], [-2.571, -1.467, -1.163], [-4.978, 0.714, 3.114], [-6.357, 1.278, 3.132], [-7.343, 0.674, 3.434], [-6.502, 2.752, 3.270], [-7.457, 2.833, 3.615], [-5.825, 3.171, 3.924], [-6.434, 3.352, 1.852], [-4.222, 1.341, 2.648], [-4.906, -0.318, 2.796], [-4.784, 0.766, 4.194], [-6.468, 4.437, 1.897], [-7.385, 3.072, 1.400], [-5.615, 2.955, 1.265], [0.601, 0.365, -0.539], [-0.036, 0.992, 0.688], [-1.089, 0.097, 1.282], [1.031, 1.283, 1.719], [-0.624, 2.298, 0.196], [-2.049, 2.319, -0.322], [-2.070, 1.309, -1.345], [1.238, 1.036, -1.110], [-0.225, 0.023, -1.158], [1.184, -0.496, -0.218], [-1.709, -0.285, 0.473], [-1.678, 0.714, 1.954], [-0.504, -0.705, 1.727], [1.639, 2.074, 1.278], [1.671, 0.447, 1.987], [0.460, 1.670, 2.560], [0.104, 2.741, -0.478], [-0.649, 2.997, 1.041], [-2.300, 3.305, -0.717], [-2.823, 2.191, 0.440], [-2.976, 1.178, -1.679], [1.002, -6.322, 3.217], [2.295, -6.377, 4.058], [3.319, -5.529, 3.232], [2.935, -4.071, 2.990], [3.994, -3.345, 2.207], [4.379, -4.122, 0.916], [4.672, -3.081, -0.156], [4.230, -1.732, 0.364], [3.489, -2.041, 1.642], [5.283, -3.132, 2.956], [5.135, -2.342, 4.262], [6.398, -2.100, 5.085], [0.317, -7.031, 3.710], [1.173, -6.631, 2.190], [0.375, -5.447, 3.397], [2.633, -7.409, 4.074], [2.102, -5.905, 5.018], [3.679, -6.068, 2.355], [4.232, -5.564, 3.846], [2.887, -3.589, 3.966], [1.976, -3.848, 2.528], [5.298, -4.667, 1.111], [3.509, -4.751, 0.749], [5.740, -3.075, -0.383], [4.234, -3.364, -1.114], [5.116, -1.101, 0.455], [3.591, -1.184, -0.326], [3.559, -1.278, 2.414], [2.445, -2.161, 1.351], [5.864, -2.477, 2.308], [5.719, -4.094, 3.207], [4.445, -2.812, 4.966], [4.669, -1.378, 4.049], [7.272, -2.302, 4.449], [6.505, -2.783, 5.929], [6.647, -1.129, 5.511], [-1.619, 5.010, -2.948], [-0.152, 4.899, -3.370], [0.347, 3.541, -3.857], [-0.372, 3.128, -5.119], [0.246, 1.941, -5.774], [1.740, 2.058, -6.075], [1.980, 1.733, -7.558], [0.649, 2.132, -8.195], [-0.342, 1.675, -7.135], [0.095, 0.724, -4.862], [-1.307, 0.303, -4.511], [-1.303, -1.028, -3.767], [-1.710, 5.937, -2.387], [-1.784, 4.193, -2.245], [-2.322, 4.874, -3.769], [0.476, 5.188, -2.521], [0.082, 5.760, -4.009], [0.240, 2.752, -3.108], [1.414, 3.589, -4.077], [-0.216, 3.965, -5.807], [-1.440, 2.962, -5.003], [2.320, 1.354, -5.481], [2.186, 3.036, -5.905], [2.182, 0.667, -7.685], [2.854, 2.227, -7.976], [0.433, 1.616, -9.127], [0.594, 3.219, -8.272], [-0.441, 0.594, -7.270], [-1.377, 1.982, -7.276], [0.622, 1.032, -3.959], [0.599, -0.091, -5.380], [-1.985, 0.256, -5.372], [-1.834, 1.053, -3.913], [-0.707, -1.782, -4.280], [-2.331, -1.393, -3.819], [-0.990, -0.865, -2.738], [-3.552, 4.360, 4.595], [-2.381, 3.297, 4.310], [-2.558, 5.523, 4.109], [-4.105, 4.276, 3.057], [-4.702, 5.452, 4.896], [-4.569, 3.165, 5.060], [-3.106, 4.509, 6.170], [-5.974, 0.754, -1.147], [-6.590, 1.283, -2.554], [-4.539, 0.345, -1.864], [-5.348, 2.244, -0.881], [-5.426, 0.301, 0.298], [-7.348, 1.284, -0.437], [-6.507, -0.704, -1.511], [4.151, 1.061, -2.609], [5.113, 2.376, -2.765], [3.751, 1.713, -1.161], [2.950, 2.009, -3.229], [3.093, -0.126, -2.241], [4.320, 0.473, -4.109], [5.428, 0.289, -2.048], [0.467, -1.401, 5.053], [1.596, -1.104, 3.866], [1.774, -1.596, 6.017], [0.335, 0.178, 5.322], [-0.518, -1.645, 6.299], [-0.727, -1.372, 3.964], [0.575, -3.035, 4.791], [1.295, -2.857, 0.356], [1.732, -3.705, -0.967], [2.606, -3.470, 1.120], [2.179, -1.625, -0.211], [0.961, -1.955, 1.651], [0.006, -2.243, -0.440], [0.391, -4.082, 0.855], [1.706, 5.484, 1.275], [0.328, 5.749, 0.372], [2.495, 6.474, 0.284], [1.337, 6.727, 2.244], [2.991, 5.243, 2.181], [0.817, 4.534, 2.261], [2.066, 4.279, 0.255]],
  "forces_ev_per_a": [[0.3, -0.4, 1.4], [0.2, -2.2, -0.9], [-0.3, 1.4, -0.4], [0.2, 0.3, -0.2], [0.4, -0.1, -0.4], [-0.1, 0.3, 0.2], [-0.4, 0.0, 1.3], [-0.4, 0.2, 0.0], [0.1, 0.4, -0.5], [-0.2, 0.3, 0.1], [0.3, 0.2, -0.2], [-0.1, 0.0, -0.2], [0.1, -0.3, -0.2], [0.2, 0.7, 0.3], [0.1, -0.9, 1.8], [-0.2, -0.2, -0.8], [-0.1, 0.3, -2.2], [0.1, 0.3, 0.1], [0.4, 0.0, 0.1], [-1.4, 0.2, 0.5], [-0.1, 0.1, -0.1], [-0.3, 0.0, -0.1], [0.4, -0.1, 0.0], [0.6, 0.0, 0.3], [0.2, -0.3, -0.2], [0.2, 0.1, 0.3], [-0.6, -0.6, 0.5], [0.1, 0.2, -1.5], [1.0, 0.3, -0.6], [-0.5, 1.1, -0.4], [-0.3, 1.7, 1.6], [0.6, -0.9, -0.6], [-0.9, 0.2, -0.4], [0.0, 0.4, 0.5], [0.2, 0.2, 0.0], [-1.0, 1.9, -0.3], [0.1, 0.3, 0.1], [0.1, -0.3, 0.4], [-0.8, 0.2, 0.5], [0.0, 0.1, 0.2], [-0.5, -0.3, -0.2], [0.5, 0.0, 0.3], [-0.1, -0.1, -0.2], [0.3, -0.1, 0.1], [0.4, 0.0, -0.1], [0.2, -0.6, 0.2], [0.2, 0.2, 0.3], [-1.2, -1.3, 2.1], [-0.4, 1.8, -2.7], [1.0, -0.7, 1.5], [0.3, -0.4, 3.5], [4.6, 0.1, 1.8], [2.7, -1.2, 0.5], [0.5, -0.7, -0.9], [2.8, 1.0, 0.3], [2.6, 6.5, 3.0], [-0.4, 1.0, 1.3], [-1.1, 0.9, 1.1], [1.7, -0.8, -0.6], [0.1, -0.5, -0.5], [-0.2, 0.3, -0.2], [0.7, 0.7, -0.7], [0.2, 0.0, 0.5], [0.2, -0.3, 0.2], [-0.7, -0.1, -0.3], [0.1, 0.5, 0.0], [0.1, 0.0, 0.1], [0.3, -1.3, 2.2], [0.0, -0.3, 0.3], [1.8, -1.1, -0.7], [0.0, 0.0, 0.2], [-0.4, 0.0, 0.2], [0.2, -0.1, 0.6], [2.5, 0.0, 0.5], [0.6, 0.2, 0.1], [5.5, 5.9, 4.9], [0.4, -0.6, -0.2], [0.3, 0.0, -0.5], [-0.2, -0.2, -0.3], [0.0, -0.1, -0.1], [0.1, 0.0, 0.1], [-0.2, -0.2, -0.1], [-0.9, 0.3, -0.3], [1.0, -0.9, 0.4], [0.5, 0.9, 0.7], [-0.2, 0.0, -0.1], [0.7, 1.2, -0.5], [0.2, -1.1, -0.5], [1.6, -0.1, -0.5], [-0.6, -0.4, 0.0], [0.0, 0.2, 0.7], [-0.6, -1.2, -0.8], [0.0, 0.4, 0.0], [-1.0, 0.6, -0.3], [-0.6, 0.3, -0.5], [-0.5, 0.1, -0.2], [-0.3, 0.1, 0.0], [-0.1, 0.4, 0.0], [-0.2, -0.4, 0.3], [0.0, -0.5, -0.8], [-0.1, 0.4, 0.4], [0.0, 0.1, 0.2], [-0.3, -0.1, -0.3], [0.0, -0.2, 0.0], [-0.3, 0.2, 0.5], [-0.7, 0.2, 0.5], [-0.2, -0.1, 0.0], [-0.1, 0.3, 0.2], [0.0, 0.3, -0.2], [0.0, 0.0, -0.5], [0.3, -0.1, 0.4], [0.2, 0.8, 0.5], [0.3, -0.5, -0.1], [0.2, 0.1, 0.2], [0.4, -0.3, -0.4], [0.4, 0.0, 0.4], [0.3, 0.0, 0.2], [0.0, -0.1, 0.4], [0.1, -0.4, -0.1], [2.5, 2.4, 1.2], [-0.8, -0.4, 0.0], [-0.2, 0.0, 0.4], [-0.4, -1.0, 0.0], [-0.7, -0.2, -0.2], [-0.6, -0.6, -0.3], [0.0, -0.3, -1.1], [-1.0, 2.6, -1.1], [0.7, -0.2, 0.1], [-0.3, -0.2, 0.1], [0.3, -0.3, -0.1], [0.3, -0.7, 0.0], [0.2, -1.0, 0.1], [-0.2, -0.5, 0.8], [-0.5, 3.0, 1.5], [0.2, -0.7, -1.3], [0.2, -0.8, 0.3], [-0.7, -0.5, -0.4], [0.4, -0.2, -0.7], [0.6, 0.0, 0.3], [-0.5, -0.8, -0.1], [1.7, -0.4, 0.5], [-0.9, -0.1, 0.1], [-0.4, 0.5, 0.4], [0.3, -0.3, -0.3], [-0.2, -0.4, -0.4], [-0.1, 0.2, 0.1], [-0.2, 0.3, -0.3], [-2.7, -1.1, -4.0], [-0.4, 0.1, 0.5], [-13.1, -7.3, -11.7], [-4.1, -2.4, -1.8], [-2.0, -1.1, -0.4], [-0.2, -0.8, 0.3], [0.0, 0.0, 0.4], [-1.3, 1.3, 0.2], [0.3, -0.1, 0.3], [0.3, 0.3, 0.0], [-0.3, 0.3, -0.4], [0.6, -0.7, -0.3], [0.3, -0.6, -0.6], [0.0, -0.7, 0.5]]
}